No. 1
The following is a DFT calculation (ωB97M-V with the def2-TZVPD basis set) of a molecular structure, C17H12ClN6O4Rh.

Output
relative energy (zero: lowest compared OMol25 entry of this formula, charge and spin) = 2.49 kcal per mole
HOMO level (alpha / beta) = -0.5552 / -0.5552 Eh
multiplicity = 1
max |F| = 0.093 hartree/bohr
total charge = +2

Last column: natural (NBO) charge in e.
Element x y z (Å)
Rh (0.10, 0.09, -1.17)  1.3256
Cl (2.07, -2.81, 3.67)  0.2253
O (-1.32, -3.87, -0.96)  -0.5340
O (-0.83, -1.78, -1.62)  -0.6029
O (-0.86, -5.24, 1.28)  -0.6408
O (0.43, -4.95, 3.06)  -0.5381
N (-2.45, 2.18, -3.72)  -0.4421
N (-1.58, 1.15, -0.28)  -0.3787
N (-0.65, 1.24, -2.88)  -0.4521
N (0.83, -1.40, 0.31)  -0.3085
N (-3.52, 2.09, -0.70)  -0.4432
N (1.56, -1.31, 1.43)  -0.1830
C (0.18, -2.56, 0.31)  0.0950
C (-3.51, 1.76, 0.62)  -0.0214
C (2.80, 2.11, 0.83)  -0.1760
C (3.73, 1.33, 2.91)  -0.1437
C (-2.34, 1.70, -1.24)  0.3137
C (2.14, 0.91, 0.67)  -0.1735
C (0.00, -4.60, 1.99)  0.7903
C (-0.76, -2.80, -0.88)  0.7770
C (2.28, -0.11, 1.63)  0.1857
C (-1.61, 1.94, -4.75)  -0.0180
C (-0.48, 1.35, -4.21)  -0.0435
C (-1.86, 1.74, -2.59)  0.2959
C (-2.29, 1.17, 0.87)  -0.0568
C (3.58, 2.33, 1.96)  -0.1762
C (0.49, -3.27, 1.47)  -0.2300
C (3.09, 0.11, 2.74)  -0.2278
C (1.38, -2.44, 2.17)  0.1990
H (-4.29, 2.54, -1.17)  0.4594
H (4.34, 1.50, 3.78)  0.2538
H (-1.85, 2.18, -5.77)  0.2726
H (2.70, 2.88, 0.08)  0.2404
H (-4.34, 1.93, 1.27)  0.2758
H (0.40, 1.03, -4.73)  0.2616
H (4.08, 3.28, 2.09)  0.2517
H (3.24, -0.67, 3.46)  0.2587
H (1.51, 0.76, -0.26)  0.0689
H (-3.36, 2.62, -3.82)  0.4562
H (-1.90, 0.80, 1.79)  0.2609
H (-1.13, -4.87, 0.39)  0.5228


No. 2
The following is a DFT calculation (ωB97M-V with the def2-TZVPD basis set) of a molecular structure, C10H15N10OTe4W.

Output
relative energy (zero: lowest compared OMol25 entry of this formula, charge and spin) = 10.69 kcal per mole
HOMO level = -0.3621 Eh
multiplicity = 1
max |F| = 0.026 hartree/bohr
total charge = +1

Last column: natural (NBO) charge in e.
Element x y z (Å)
W (-0.34, 0.27, -1.19)  0.4562
Te (-2.22, 2.26, -0.75)  0.0474
Te (0.47, -1.32, -3.21)  0.0423
Te (-1.75, 0.11, -3.53)  0.1102
Te (-0.28, 1.93, 1.03)  -0.0883
O (-3.42, -1.04, 4.04)  -0.5002
N (2.04, 1.77, -2.94)  -0.0126
N (2.27, 2.74, -3.76)  0.1706
N (0.71, -3.41, 0.84)  -0.2066
N (1.79, 0.01, -0.63)  -0.3678
N (1.31, 3.65, -3.83)  -0.2472
N (-2.22, -1.86, 1.65)  -0.2713
N (0.87, 2.03, -2.40)  -0.3506
N (2.60, 0.98, -0.17)  -0.3163
N (-1.36, -0.97, -0.31)  -0.6807
N (3.40, 2.77, -4.55)  -0.5916
C (3.82, 0.52, 0.12)  0.0173
C (3.82, -0.83, -0.16)  -0.3161
C (2.54, -1.10, -0.63)  0.0145
C (-2.12, -2.69, 2.85)  -0.2546
C (-0.18, -2.70, 0.77)  0.1981
C (0.43, 3.17, -2.97)  0.1648
C (-2.23, -1.79, 4.07)  -0.0793
C (-3.39, -0.97, 1.62)  -0.2635
C (-3.45, -0.18, 2.92)  -0.0838
C (-1.32, -1.81, 0.69)  0.4214
H (-2.95, -3.40, 2.84)  0.2305
H (4.64, -1.53, -0.05)  0.2599
H (2.13, -2.04, -0.95)  0.2470
H (3.24, 3.48, -5.26)  0.3976
H (-4.38, 0.38, 2.96)  0.2218
H (-1.35, -1.12, 4.12)  0.1767
H (4.59, 1.17, 0.48)  0.2450
H (-2.60, 0.52, 2.95)  0.1841
H (2.22, 1.91, -0.04)  0.4471
H (-2.25, -2.40, 4.98)  0.2225
H (-0.51, 3.63, -2.75)  0.2504
H (-1.18, -3.24, 2.84)  0.2384
H (-3.32, -0.32, 0.75)  0.2549
H (4.20, 3.04, -3.97)  0.3832
H (-4.27, -1.61, 1.53)  0.2286


No. 3
The following is a DFT calculation (ωB97M-V with the def2-TZVPD basis set) of a molecular structure, C36H38BN6O3RuS.

Output
relative energy (zero: lowest compared OMol25 entry of this formula, charge and spin) = 16.92 kcal per mole
HOMO level (alpha / beta) = -0.5840 / -0.5840 Eh
multiplicity = 1
max |F| = 0.068 hartree/bohr
total charge = +3

Last column: Löwdin charge in e.
Element x y z (Å)
Ru (-0.43, 0.43, -2.04)  1.2087
S (-1.31, -0.56, 1.17)  1.0989
O (2.73, 0.51, 3.75)  0.1633
O (1.35, -0.57, 0.26)  0.0773
O (-0.07, -2.04, -0.77)  0.1228
N (0.72, 0.29, 2.75)  0.1563
N (-1.01, -0.98, 3.72)  0.0707
N (0.95, -0.65, -3.19)  -0.0208
N (-2.14, 0.01, -3.25)  -0.2167
N (-1.88, 1.55, -1.04)  -0.0791
N (-0.31, 1.97, -3.47)  -0.0090
C (-1.88, -1.30, -3.91)  -0.1312
C (0.66, -1.33, -4.31)  -0.2369
C (-0.30, 2.20, 4.71)  -0.0336
C (0.50, -2.71, 4.68)  -0.2343
C (-2.45, 1.11, -4.19)  -0.0675
C (-0.82, 3.00, 5.72)  -0.0513
C (-2.77, 3.29, 0.31)  -0.0109
C (2.02, -1.75, 0.03)  -0.2025
C (1.16, -2.64, -0.61)  -0.1883
C (1.09, 2.51, 7.11)  -0.0299
C (2.23, -0.63, -2.75)  -0.1095
C (-0.42, -0.40, 2.70)  -0.5703
C (-0.13, 3.14, 6.91)  -0.0304
C (-1.30, 2.05, -4.37)  -0.2407
C (-0.20, 3.88, -5.44)  0.0109
C (-0.72, -1.26, -4.89)  -0.0851
C (1.65, -2.05, -4.98)  0.0244
C (-1.26, 3.00, -5.37)  0.0275
C (3.72, -3.36, 0.01)  -0.0212
C (3.25, -1.32, -3.37)  -0.0098
C (-4.23, 1.76, -0.80)  0.0280
C (-0.38, -1.50, 4.97)  -0.1298
C (1.63, 1.73, 6.10)  0.0010
C (0.92, -3.40, 5.97)  -0.0809
C (-3.11, 1.13, -1.31)  -0.2890
C (-1.70, 2.62, -0.25)  -0.1017
C (1.57, 0.75, 3.86)  -0.3555
C (0.81, 3.80, -4.48)  -0.0058
C (2.85, -4.26, -0.63)  -0.0235
C (0.72, 2.83, -3.52)  -0.0791
C (-4.05, 2.87, 0.02)  0.0047
C (-3.17, -0.10, -2.17)  -0.0919
C (3.33, -2.07, 0.35)  0.0399
C (2.95, -2.05, -4.51)  0.0067
C (1.55, -3.91, -0.96)  0.0443
C (0.93, 1.56, 4.91)  -0.1867
B (0.06, -0.78, -0.22)  -0.9923
H (1.48, 2.72, -2.75)  0.1217
H (-1.70, -2.03, -3.13)  0.1297
H (-2.78, -1.61, -4.46)  0.1479
H (-4.91, 3.39, 0.43)  0.1340
H (-2.76, 0.71, -5.16)  0.1511
H (-1.20, -1.76, 5.64)  0.1421
H (-0.82, 2.11, 3.77)  0.1052
H (-0.06, -3.41, 4.05)  0.1165
H (-4.17, -0.24, -2.57)  0.1535
H (-0.77, -0.34, -5.49)  0.1293
H (0.88, -4.61, -1.44)  0.1386
H (-0.16, 4.63, -6.22)  0.1366
H (3.21, -5.25, -0.87)  0.1268
H (1.55, -4.25, 5.75)  0.0849
H (1.63, 2.63, 8.04)  0.1237
H (4.25, -1.27, -2.97)  0.1309
H (1.38, -2.60, -5.87)  0.1352
H (1.64, 4.49, -4.49)  0.1316
H (4.72, -3.68, 0.25)  0.1275
H (-0.55, 3.76, 7.70)  0.1230
H (-0.68, 2.92, -0.07)  0.1266
H (2.59, 1.25, 6.22)  0.1324
H (-3.29, 1.68, -3.81)  0.1489
H (3.72, -2.60, -5.03)  0.1349
H (-1.90, -1.41, 3.50)  0.1401
H (-2.07, 3.04, -6.09)  0.1413
H (1.23, 0.31, 1.87)  0.1190
H (-2.92, -0.98, -1.58)  0.1327
H (-2.59, 4.15, 0.94)  0.1280
H (0.05, -3.75, 6.53)  0.0868
H (-5.22, 1.40, -1.05)  0.1374
H (3.99, -1.37, 0.84)  0.1407
H (-1.76, 3.51, 5.57)  0.1145
H (2.43, -0.02, -1.88)  0.1195
H (1.38, -2.39, 4.12)  0.1075
H (0.19, -0.71, 5.45)  0.1060
H (1.49, -2.72, 6.62)  0.0859
H (-0.84, -2.08, -5.59)  0.1377


No. 4
The following is a DFT calculation (ωB97M-V with the def2-TZVPD basis set) of 2 unconnected molecules or ions with the total composition C2H7N3S.

Output
relative energy (zero: lowest compared OMol25 entry of this formula, charge and spin) = 83.91 kcal per mole
HOMO level = -0.2770 Eh
multiplicity = 1
max |F| = 0.078 hartree/bohr
total charge = 0

Last column: natural (NBO) charge in e.
Element x y z (Å)
S (-2.65, -0.71, -0.50)  -0.0981
N (-1.45, 1.44, 0.15)  -0.4766
N (-1.51, 0.21, 0.04)  -0.3173
N (1.19, 0.00, 0.55)  -0.5523
C (1.42, -0.27, -0.84)  -0.4170
C (0.13, -0.68, 1.05)  0.0236
H (1.47, 0.92, 0.83)  0.4135
H (-0.09, -1.68, 0.65)  0.2210
H (2.46, 0.00, -1.14)  0.2116
H (1.03, -1.28, -0.89)  0.2101
H (-2.22, 1.99, -0.24)  0.3141
H (0.75, 0.29, -1.52)  0.2086
H (-0.53, -0.24, 1.87)  0.2588